Entry P
Density functional theory data (ωB97M-V/def2-TZVPD) for a cluster of 2 separate species, C4H10OS in total.

Element x y z (Å)
C -1.63465 1.20319 0.99349
C -0.22960 -2.09037 0.70276
C 1.50920 1.53875 -1.53413
C -0.17041 -1.00116 -0.25947
O 0.76478 0.66494 1.63739
S -0.09883 0.66782 0.43038
H -1.47355 2.05150 1.61557
H -2.26708 1.27610 0.11137
H 0.43060 -1.81362 1.59152
H -1.14072 -2.51217 1.02709
H 0.08035 -3.02637 0.18716
H 1.91845 2.22002 -0.86318
H 1.82599 0.53024 -1.56394
H 0.84002 2.10093 -2.19459
H -0.99064 -0.74066 -0.90168
H 0.63608 -1.06917 -0.97973

Calculated values
- 2S+1: 1
- M: 106.19 g/mol
- E_LUMO (spin up / spin down): -0.8 / 0.2 eV

***

Entry Q
Density functional theory data (ωB97M-V/def2-TZVPD) for the molecule C4H10OS.

Element x y z (Å)
C -1.74908 1.46501 -0.04373
C -0.50318 0.48805 -0.24413
C -1.16684 -0.86223 -0.61161
O -1.67844 -1.30069 0.55597
C 0.64228 0.64837 0.69335
S 2.21824 -0.13716 -0.20679
H -2.07007 1.48032 -1.28317
H -2.36153 1.07652 0.79709
H -1.25215 2.34493 0.21134
H 0.08114 0.67762 -1.09164
H -2.02499 -0.64212 -1.38954
H -0.31201 -1.46866 -1.01404
H -1.81415 -2.28581 0.53117
H 0.57335 0.29035 1.90045
H 0.80732 1.81385 0.59506
H 2.96965 -1.12222 0.84097

Calculated values
- 2S+1: 1
- M: 106.19 g/mol
- E_LUMO: 0.5 eV
- Structure (SMILES): C[C@H](CO)CS

***

Entry R
Density functional theory data (ωB97M-V/def2-TZVPD) for a cluster of 2 separate species, C4H10OS in total.

Element x y z (Å)
C -3.11117 0.85057 -0.09776
C -2.40474 1.18926 -1.35521
O -2.93837 1.61439 -2.36785
H -2.40292 0.84929 0.73932
H -3.84894 1.62976 0.18540
H -3.41153 -0.20335 -0.26948
H -1.47137 0.48037 -1.43439
C 2.55236 0.60787 0.19856
C 2.76732 -0.83855 0.52757
S 1.33174 -1.62524 1.39231
H 1.78098 0.79697 -0.61762
H 2.15257 1.08185 1.03826
H 3.52050 1.14749 -0.07537
H 3.61664 -0.92826 1.32642
H 3.03146 -1.46439 -0.38300
H 0.40918 -1.15593 0.51741

Calculated values
- 2S+1: 1
- M: 106.19 g/mol
- E_LUMO: 0.6 eV
- Structure (SMILES): CC=O.CCS

***

entry R takes first place; second place is 214.1 kJ/mol up.

***

Entry P
Density functional theory data (ωB97M-V/def2-TZVPD) for a structure of composition C4H8O3.

Element x y z (Å)
C -0.19403 0.05951 -1.56553
C -0.52956 0.49370 -0.15601
O -1.88661 0.18207 0.10524
C 0.27993 -0.26482 0.84184
O 1.02772 0.19145 1.68270
C -0.02189 -1.69961 1.04754
O 0.52398 -2.32915 1.90932
H -0.82615 0.61159 -2.26250
H 0.85717 0.26177 -1.79344
H -0.38264 -1.01001 -1.70681
H -0.33017 1.56114 -0.01869
H -2.09861 0.54795 0.97699
H 2.33324 2.10086 -0.11323
H 2.05910 1.72350 0.51064
H -0.76736 -2.23608 0.47005

Calculated values
- 2S+1: 1
- M: 104.10 g/mol
- E_LUMO: -0.7 eV

***

Entry Q
Density functional theory data (ωB97M-V/def2-TZVPD) for the molecule C4H8O3.

Element x y z (Å)
O -0.68445 0.72891 -1.77189
C 0.00447 0.57975 -0.78026
C 0.16253 1.72681 0.19764
O -0.53915 2.85567 -0.22347
C 0.68592 -0.73649 -0.46961
C -0.26796 -1.71131 0.23341
O -0.63179 -1.20992 1.51121
H -0.18411 1.37446 1.18259
H 1.23837 1.94548 0.30003
H -0.96860 2.59632 -1.05679
H 1.02609 -1.17128 -1.41878
H 1.55133 -0.58084 0.18291
H -1.16460 -1.83953 -0.38980
H 0.23646 -2.68142 0.31524
H -0.46452 -1.87661 2.18757

Calculated values
- 2S+1: 1
- M: 104.10 g/mol
- E_LUMO: 0.6 eV
- Structure (SMILES): O=C(CO)CCO

***

Entry R
Density functional theory data (ωB97M-V/def2-TZVPD) for the molecule C4H8O3.

Element x y z (Å)
O 2.03458 -0.29292 -1.20687
C 1.35521 0.60931 -0.81776
O 1.74029 1.92234 -0.81954
C -0.10489 0.49261 -0.43919
C -0.57111 -0.78838 0.20393
C -1.66886 -0.43482 1.22839
O -2.48771 -1.55618 1.55172
H 2.20455 2.09309 -1.64972
H -0.73052 0.84820 -1.26249
H -0.22701 1.32795 0.26347
H -0.89588 -1.60871 -0.42800
H 0.26493 -1.25205 0.74012
H -1.16719 -0.03841 2.11385
H -2.32479 0.30440 0.78485
H -1.87323 -2.20322 1.91355

Calculated values
- 2S+1: 1
- M: 104.10 g/mol
- E_LUMO: 0.6 eV
- Structure (SMILES): O=C(O)CCCO

***

Entry S
Density functional theory data (ωB97M-V/def2-TZVPD) for the molecule C4H8O3.

Element x y z (Å)
O 0.73617 2.12237 0.81665
C 0.31537 1.41858 -0.33138
C 0.11115 -0.06904 -0.05561
C -1.14029 -0.78275 -0.59208
O -0.93539 -2.02270 -1.20970
C 0.49886 -0.63979 1.22410
O 1.37885 -0.71945 0.11124
H 1.59213 1.74943 1.06785
H -0.61380 1.88451 -0.67179
H 1.05546 1.54829 -1.14139
H -1.74786 -1.00940 0.29248
H -1.72330 -0.07099 -1.19174
H -0.27132 -1.90530 -1.89703
H 0.07004 -1.61231 1.46554
H 0.67598 0.04262 2.04491

Calculated values
- 2S+1: 1
- M: 104.10 g/mol
- E_LUMO: 0.8 eV
- Structure (SMILES): OCC1(CO)CO1

***

entry R takes first place; second place is 29.6 kJ/mol up.

***

Entry P
Density functional theory data (ωB97M-V/def2-TZVPD) for a structure of composition C4H8O3.

Element x y z (Å)
C 2.58403 -0.03688 0.57281
O 1.21396 0.38384 0.56516
C 0.44859 -0.31810 -0.28604
O 0.68195 -1.43756 -0.65016
C -1.40765 -0.06399 0.54527
C -0.85202 0.48949 -0.71909
O -1.98645 -1.12193 0.60960
H 2.71550 -1.01009 1.04802
H 3.12320 0.73868 1.11445
H 2.92879 -0.09654 -0.46294
H -1.09789 0.52313 1.42287
H -0.74134 1.58399 -0.78875
H -3.16983 0.47847 -0.84516
H -1.22250 0.05388 -1.64976
H -3.21832 -0.16638 -0.47625

Calculated values
- 2S+1: 1
- M: 104.10 g/mol
- E_LUMO: 0.3 eV

***

Entry Q
Density functional theory data (ωB97M-V/def2-TZVPD) for the molecule C4H8O3.

Element x y z (Å)
O -2.36573 -0.13393 -0.41059
C -1.18267 -0.61838 0.78684
C 0.05338 0.00145 0.18703
C 1.34399 -0.63013 0.69883
O 2.47255 -0.18619 -0.02045
C 0.12754 1.30748 -0.47624
O 0.02478 0.09395 -1.27001
H -1.72412 -0.08038 -1.17302
H -1.52711 0.00319 1.62649
H -2.54000 -1.09365 -0.30409
H 1.49976 -0.35499 1.74856
H 1.22407 -1.72287 0.64847
H 2.26758 -0.34542 -0.95489
H 1.08442 1.81602 -0.57873
H -0.75845 1.94384 -0.50820

Calculated values
- 2S+1: 1
- M: 104.10 g/mol
- E_LUMO: 0.6 eV

***

entry P takes first place; second place is 230.4 kJ/mol up.

***

Entry P
Density functional theory data (ωB97M-V/def2-TZVPD) for the molecule C4H4O.

Element x y z (Å)
C -1.63429 -0.92101 -0.02235
C -1.16927 0.16919 -0.25650
C 0.08123 0.90851 -0.10181
C 1.18257 -0.17248 -0.01265
O 0.94640 -1.33436 0.18573
H -1.99059 -1.88967 0.23678
H 0.32023 1.70497 -0.81685
H 0.02987 1.38213 0.88694
H 2.23385 0.15271 -0.09929

Calculated values
- 2S+1: 1
- M: 68.07 g/mol
- E_LUMO: 1.0 eV
- Structure (SMILES): C#CCC=O

***

Entry Q
Density functional theory data (ωB97M-V/def2-TZVPD) for the molecule C4H4O.

Element x y z (Å)
C 1.97788 0.35217 0.73946
C 0.96902 -0.12418 0.28731
C -0.29413 -0.66567 -0.22244
C -1.31091 0.46008 -0.37749
O -2.23417 0.62560 0.37662
H 2.87357 0.76445 1.15208
H -0.13233 -1.15086 -1.19397
H -0.70709 -1.40125 0.47487
H -1.14184 1.13967 -1.23644

Calculated values
- 2S+1: 1
- M: 68.07 g/mol
- E_LUMO: 0.9 eV
- Structure (SMILES): C#CCC=O

***

entry Q takes first place; second place is 62.7 kJ/mol up.

***

Entry P
Density functional theory data (ωB97M-V/def2-TZVPD) for the molecule C4H4O.

Element x y z (Å)
C -0.81316 -0.22239 2.13938
C -0.82631 -1.27047 3.69316
C -0.33248 0.45110 0.96087
C -0.03627 -0.20337 -0.28460
O -1.70773 0.53883 1.51004
H 0.31328 1.26719 1.23369
H -0.78671 -1.06711 -0.58954
H 1.01946 -0.49216 -0.10867
H -0.22780 0.48704 -1.20454

Calculated values
- 2S+1: 1
- M: 68.08 g/mol
- E_LUMO (spin up / spin down): -0.6 / -0.6 eV

***

Entry Q
Density functional theory data (ωB97M-V/def2-TZVPD) for the molecule C4H4O.

Element x y z (Å)
O 1.47234 -1.96624 -1.44594
C 0.64773 -1.22548 -0.94291
C -0.28325 -0.47097 -0.42629
C -0.29690 -0.02811 0.98326
C -0.31096 0.99602 -0.22130
H -1.23386 -0.24292 1.47799
H 0.58270 -0.12928 1.59094
H -1.19998 1.51873 -0.60712
H 0.62218 1.54825 -0.40864

Calculated values
- 2S+1: 1
- M: 68.07 g/mol
- E_LUMO: 0.9 eV
- Structure (SMILES): O=C=C1CC1

***

entry Q takes first place; second place is 664.3 kJ/mol up.

***

Entry P
Density functional theory data (ωB97M-V/def2-TZVPD) for a structure of composition C35H48FeN6O3S.

Element x y z (Å)
Fe -0.24869 -0.39047 -0.14909
N -2.91444 2.37574 2.08663
C -1.79126 1.63592 1.96681
O -1.57432 1.00916 0.93852
C -0.85029 1.67506 3.15121
C 0.31392 0.70635 3.03735
H -3.58462 2.35604 1.33564
H -3.14894 2.84247 2.94334
H -1.42565 1.44217 4.05286
H -0.49805 2.70642 3.24607
H -0.04158 -0.32150 3.07076
H 1.01443 0.85299 3.85666
C -0.21595 -0.82864 -4.10148
C -1.37411 0.10988 -3.89154
C -1.72545 1.00822 -4.89499
C -2.79890 1.87012 -4.74602
C -3.55570 1.81739 -3.58654
C -3.23707 0.93117 -2.56451
C -4.10217 0.83190 -1.33674
C -2.11738 0.09136 -2.70145
N -1.73347 -0.71806 -1.60508
C -2.33661 -1.88997 -1.39516
C -3.23910 -2.53127 -2.41394
C -2.09237 -2.54329 -0.16680
C -2.74990 -3.85958 0.14025
N -1.25479 -1.94847 0.68712
C -1.22246 -2.29231 2.05063
C -0.07831 -2.88827 2.60188
C 1.07457 -3.27580 1.71850
C -0.01197 -3.09815 3.97364
C -1.05808 -2.73328 4.80867
C -2.19760 -2.17158 4.25627
C -2.30279 -1.95162 2.88576
C -3.57233 -1.36241 2.32471
H -0.11970 -1.07798 -5.15894
H -0.32227 -1.74203 -3.52149
H 0.73426 -0.37320 -3.80081
H -1.14545 1.02160 -5.81107
H -3.05643 2.56450 -5.53583
H -4.41604 2.46779 -3.47144
H -4.76238 1.69840 -1.25775
H -3.48249 0.75338 -0.44495
H -4.73095 -0.06259 -1.37316
H -3.36163 -1.89661 -3.28943
H -4.22996 -2.73820 -2.00108
H -2.82411 -3.48738 -2.74502
H -2.47330 -4.61140 -0.60364
H -3.84074 -3.78368 0.12935
H -2.44459 -4.22475 1.11957
H 1.62564 -2.38803 1.40125
H 0.73378 -3.77400 0.80977
H 1.76633 -3.92716 2.25214
H 0.87855 -3.55448 4.39137
H -0.98980 -2.89685 5.87673
H -3.02974 -1.89708 4.89672
H -4.03116 -0.68197 3.04527
H -4.30323 -2.14651 2.10837
H -3.38392 -0.82263 1.39867
N 0.37558 1.57448 -1.59888
C 1.45326 2.46271 -1.75923
C 1.22955 3.83070 -1.90679
C 2.29669 4.70794 -2.01683
C 3.60384 4.23708 -1.98338
C 3.82572 2.87497 -1.83070
C 2.76394 1.99017 -1.70792
H -0.49949 1.92381 -1.96859
H 0.56221 0.66401 -2.01533
H 0.21079 4.20185 -1.93931
H 2.10451 5.76715 -2.13449
H 4.43654 4.92116 -2.07955
H 4.83954 2.49263 -1.80804
H 2.94004 0.92844 -1.56481
C 3.31936 -2.32366 -1.47003
O 2.44840 -1.34847 -0.87946
C 1.08255 -1.59446 -1.03689
O 0.78126 -2.58535 -1.66588
H 4.32023 -2.11965 -1.09492
H 3.30889 -2.23786 -2.55675
H 3.00914 -3.32956 -1.19671
C 3.29524 3.14627 2.43510
N 3.76703 1.78808 2.32929
C 5.01500 1.57880 1.60398
C 5.01170 0.07157 1.31870
N 3.64075 -0.35946 1.61869
C 2.89145 0.74073 2.03688
S 1.24651 1.00039 1.48387
H 4.03489 3.74643 2.96688
H 2.36331 3.16905 2.99780
H 3.11567 3.59838 1.45165
H 5.86726 1.88379 2.21248
H 5.02453 2.17019 0.67684
H 5.72889 -0.45974 1.94567
H 5.26141 -0.12857 0.27494
H 3.18453 -0.86079 0.86721

Calculated values
- 2S+1: 5
- M: 688.72 g/mol
- E_LUMO (spin up / spin down): 0.3 / 0.3 eV

***

Entry Q
Density functional theory data (ωB97M-V/def2-TZVPD) for a structure of composition C35H48FeN6O3S.

Element x y z (Å)
Fe -0.01631 0.26900 0.27576
N -1.09431 1.46671 4.52355
C -0.47220 1.47417 3.32265
O -0.63199 0.55262 2.53539
C 0.42742 2.66196 3.06549
C 1.24391 2.51928 1.79278
H -1.77504 0.74853 4.70309
H -1.03690 2.25287 5.14486
H 1.08065 2.78396 3.93207
H -0.21312 3.54510 3.00673
H 1.95691 1.69712 1.89053
H 1.82862 3.43300 1.62863
C -3.85689 0.69266 2.44225
C -3.91528 1.41885 1.12442
C -4.81740 2.47616 1.01532
C -4.93440 3.20981 -0.14982
C -4.12126 2.89055 -1.22821
C -3.20757 1.85060 -1.15127
C -2.32146 1.54195 -2.31635
C -3.11109 1.09103 0.02335
N -2.16276 0.04591 0.07656
C -2.56590 -1.17871 0.41167
C -4.00373 -1.61329 0.30903
C -1.60716 -2.14158 0.81277
C -2.10634 -3.48358 1.27783
N -0.31345 -1.81341 0.84369
C 0.67321 -2.80297 1.06499
C 0.85247 -3.87756 0.17700
C -0.09529 -4.20505 -0.94409
C 1.94518 -4.72597 0.35479
C 2.83673 -4.54968 1.39531
C 2.62739 -3.51359 2.29234
C 1.55985 -2.64066 2.14435
C 1.37414 -1.53378 3.13571
H -3.78952 1.41822 3.25590
H -3.00615 0.02111 2.50917
H -4.76699 0.11009 2.60405
H -5.43453 2.71862 1.87290
H -5.64758 4.02031 -0.21949
H -4.19029 3.45550 -2.15056
H -2.54488 2.20787 -3.15143
H -2.42979 0.50761 -2.64587
H -1.27529 1.66611 -2.03681
H -4.63747 -0.80888 -0.05712
H -4.40943 -1.95008 1.26527
H -4.09381 -2.45214 -0.38479
H -2.83260 -3.36229 2.08488
H -1.29355 -4.10051 1.65306
H -2.60956 -4.03866 0.48314
H -0.77832 -3.39784 -1.18100
H -0.69203 -5.08299 -0.68480
H 0.46356 -4.44326 -1.84962
H 2.08096 -5.54279 -0.34451
H 3.67935 -5.21785 1.51400
H 3.30555 -3.37007 3.12455
H 1.96793 -1.72894 4.02869
H 0.32883 -1.42124 3.41524
H 1.69280 -0.58078 2.70962
N 2.66418 -0.48136 0.25809
C 4.04214 -0.24630 0.29204
C 4.93796 -1.31505 0.35260
C 6.29843 -1.07495 0.44058
C 6.79211 0.22248 0.46482
C 5.89952 1.28203 0.39613
C 4.53475 1.05686 0.31374
H 2.40291 -1.40036 -0.07004
H 2.17996 0.25229 -0.23866
H 4.55604 -2.32830 0.34221
H 6.98053 -1.91459 0.48734
H 7.85565 0.40422 0.53099
H 6.26611 2.30099 0.40684
H 3.84388 1.88901 0.24373
C -0.82374 4.10930 -0.34054
O -0.79014 3.02829 0.58249
C 0.36336 2.27056 0.59448
O 0.88239 1.91034 -0.54453
H -0.28248 4.97648 0.05267
H -1.87126 4.36522 -0.48247
H -0.39157 3.81663 -1.29958
C -0.58847 -1.14668 -5.18693
N -0.06165 0.05510 -4.59521
C 0.43191 1.14305 -5.42255
C 0.92896 2.14026 -4.37201
N 1.13426 1.27773 -3.22160
C 0.44017 0.12949 -3.34664
S 0.25186 -1.04097 -2.14467
H -1.38151 -0.88700 -5.88827
H -0.99435 -1.77580 -4.39797
H 0.19166 -1.70118 -5.71807
H -0.36841 1.54355 -6.04661
H 1.24240 0.79434 -6.07375
H 0.17669 2.90750 -4.15899
H 1.85537 2.62837 -4.67223
H 1.28656 1.63936 -2.28509

Calculated values
- 2S+1: 5
- M: 688.72 g/mol
- E_LUMO (spin up / spin down): 0.5 / 0.6 eV

***

entry Q takes first place; second place is 224.3 kJ/mol up.